The following is a DFT calculation (ωB97M-V/def2-TZVPD) of C6H7NO3 in the gas phase.

## Properties
spin multiplicity = 1
SMILES = [H]/N=C(/O)C#C[C@@H](C)OC=O
LUMO level = -0.16 eV
Kohn-Sham gap = 9.90 eV

Last column: Mulliken charge in e.
Atoms and positions in Å:
H (-2.553, 1.775, -1.001)  0.231
N (-3.212, 1.104, -0.615)  -0.694
C (-2.697, 0.399, 0.352)  0.439
O (-3.580, -0.531, 0.662)  -0.552
C (-1.334, -0.095, 0.284)  0.107
C (-0.179, -0.457, 0.270)  -0.304
C (1.200, -0.960, 0.287)  0.463
C (1.332, -2.284, -0.453)  -1.321
O (2.067, 0.006, -0.330)  -0.373
C (2.860, 0.750, 0.436)  0.273
O (3.625, 1.544, -0.039)  -0.472
H (-4.290, -0.186, -0.206)  0.499
H (1.503, -1.094, 1.337)  0.344
H (1.074, -2.158, -1.512)  0.332
H (2.362, -2.649, -0.365)  0.357
H (0.652, -3.021, -0.008)  0.372
H (2.748, 0.569, 1.523)  0.300



The following is a DFT calculation (ωB97M-V/def2-TZVPD) of a molecular structure, C3H3CsMgO.

## Properties
spin multiplicity = 2
LUMO level (spin up / spin down) = -4.38 / -4.38 eV
charge = +1
expectation value of S² = 0.753
Kohn-Sham gap (spin up / spin down) = 5.21 / 5.21 eV

Last column: Löwdin spin population.
Atoms and positions in Å:
C (-2.026, 1.311, 0.434)  0.571
O (-2.623, 0.339, 0.794)  0.299
Cs (-1.213, -3.069, 0.803)  0.000
H (-2.494, 2.240, 0.026)  0.113
Mg (3.004, 0.669, -1.609)  0.001
C (1.176, 0.061, -0.597)  0.006
C (1.575, -0.864, 0.330)  0.009
H (0.365, -0.219, -1.303)  0.001
H (2.236, -0.469, 1.122)  0.000



The following is a DFT calculation (ωB97M-V/def2-TZVPD) of 2 unconnected molecules or ions with the total composition C3H10N2O2.

## Properties
spin multiplicity = 1
SMILES = CCNC(N)=O.O
LUMO level = 0.80 eV
Kohn-Sham gap = 10.35 eV

Last column: Mulliken charge in e.
Atoms and positions in Å:
C (-1.128, 1.686, 0.588)  -0.908
C (-1.406, 0.508, -0.292)  -0.335
N (-0.377, -0.511, 0.081)  -0.187
C (0.469, -1.268, -0.587)  0.558
N (0.523, -1.065, -2.012)  -0.542
O (1.564, -1.782, -0.139)  -0.754
H (-1.212, 2.751, 0.133)  0.293
H (-0.047, 1.628, 0.805)  0.258
H (-1.805, 1.566, 1.493)  0.252
H (-2.464, 0.097, -0.179)  0.233
H (-1.234, 0.641, -1.397)  0.347
H (-0.216, -0.550, 1.093)  0.307
H (1.179, -1.684, -2.492)  0.271
H (-0.391, -1.196, -2.392)  0.208
O (1.977, 0.103, 1.733)  -0.652
H (2.284, -0.515, 2.546)  0.332
H (2.284, -0.410, 1.016)  0.319



The following is a DFT calculation (ωB97M-V/def2-TZVPD) of 2 unconnected molecules or ions with the total composition C4H9N3O2.

## Properties
spin multiplicity = 1
SMILES = [H]/N=C\C=N\[H].OC1(O)CN1
LUMO level = -0.82 eV
Kohn-Sham gap = 7.23 eV

Last column: Mulliken charge in e.
Atoms and positions in Å:
H (-0.850, -1.239, -1.124)  0.285
N (-0.174, -1.661, -0.486)  -0.596
C (1.004, -1.759, -0.967)  -0.155
C (1.443, -1.000, -2.149)  0.115
N (0.562, -0.576, -2.960)  -0.572
H (0.930, -0.240, -3.846)  0.246
H (1.766, -2.211, -0.339)  0.356
H (2.518, -1.087, -2.349)  0.366
O (0.324, -0.135, 1.750)  -0.633
C (-0.275, 1.027, 1.501)  0.680
O (0.496, 2.137, 1.732)  -0.491
C (-1.914, 1.129, 1.738)  -0.667
N (-1.219, 1.126, 0.469)  -0.399
H (-0.004, -0.923, 0.976)  0.398
H (1.099, 1.940, 2.459)  0.299
H (-2.296, 0.189, 2.115)  0.225
H (-2.465, 2.030, 1.980)  0.291
H (-0.944, 1.253, -0.502)  0.252



Calculated total energy (a.u.), listed in the same order as above: -513.170378; -411.132300; -380.283317; -472.414776